80
Properties=species:S:1:pos:R:3 method="wB97M-V/def2-TZVPD" orbital_gap_ev=7.12 lumo_energy_ev=-3.25 total_charge=+1
Pb 0.26204 -0.24079 -2.42014
As -0.12480 0.72700 0.26640
As 3.01221 1.85217 1.93075
S 2.60452 -2.41751 -0.61587
S 4.07558 -2.74025 1.76319
O 2.97647 0.26034 4.44541
O 0.89650 0.91881 4.99568
O -0.56970 3.98333 -1.00711
O 0.57358 2.64590 -2.41696
O 1.02950 -2.67539 -1.13719
O -1.66303 0.86252 -2.53709
O -1.30709 -1.20867 1.80804
O 1.50189 -3.41188 1.51476
O -3.20180 2.96242 -2.20211
O 2.38260 4.56337 -1.03980
O 4.06056 3.89380 0.28996
O -0.06297 -1.40119 3.66328
N -2.76766 -1.16321 -2.74105
N -1.55378 -1.76443 -2.45667
C -5.37604 2.82067 -3.05494
C -5.02613 0.15519 -3.72385
C 3.30869 0.14222 5.84057
C -1.00830 -2.35675 4.18052
C -6.21842 0.77849 -4.01582
C 2.63186 -2.93285 1.05224
C -6.39164 2.11699 -3.66691
C 2.81755 3.38526 3.14704
C 4.88929 4.93290 -0.26251
C 1.51953 -5.01244 -1.51799
C 2.82054 3.82131 -0.20207
C 1.51324 -3.92428 2.86468
C -4.15838 2.20122 -2.78174
C -0.11349 -6.42072 -2.57220
C -1.63665 -3.04387 -2.41857
C -0.59708 -4.05957 -2.21797
C -0.96253 -5.33602 -2.66204
C 0.90035 2.33452 -0.11181
C 1.53162 0.80433 2.69111
C 2.07137 2.67712 0.42150
C -3.98175 0.84618 -3.09655
C -2.73180 0.13667 -2.77671
C -0.38661 -0.84415 2.50974
C 0.52346 0.24012 2.02891
C -1.87957 1.47672 0.65040
C 0.67368 -3.92464 -1.63414
C 0.25289 3.13832 -1.20568
C 0.01769 3.38068 -3.53025
C 1.13131 -6.25396 -1.99616
C 1.72198 0.63386 4.17526
H -2.63717 0.79500 0.27352
H 1.80952 -7.09136 -1.90613
H 3.51221 4.15872 2.82889
H 5.82993 4.87350 0.27422
H 2.89290 -0.78256 6.23763
H 1.68297 -3.10648 3.56249
H -2.38368 2.44102 -2.16950
H -0.58244 -2.71105 5.11357
H -1.96632 2.45158 0.17448
H -1.96170 -1.86594 4.36241
H 0.53186 3.00893 -4.41089
H 4.41822 5.90290 -0.11894
H -1.97697 1.57867 1.72909
H 3.07899 3.07558 4.15770
H 4.39261 0.12068 5.88583
H -0.42312 -7.38680 -2.94412
H 0.20741 4.44169 -3.38955
H -1.94679 -5.46053 -3.09518
H -7.32683 2.61537 -3.88547
H -5.49177 3.86080 -2.78324
H -1.14880 -3.17194 3.47357
H -1.05395 3.20175 -3.60077
H 2.91036 0.98682 6.39806
H 0.53305 -4.36729 3.00685
H 1.79915 3.76809 3.13155
H -7.01007 0.23394 -4.51025
H -2.62940 -3.44219 -2.61736
H 2.49062 -4.89466 -1.06022
H 2.29937 -4.67011 2.96780
H 5.03935 4.75954 -1.32615
H -4.87079 -0.88351 -3.97742

---

84
Properties=species:S:1:pos:R:3 method="wB97M-V/def2-TZVPD" orbital_gap_ev=7.35 lumo_energy_ev=0.75
Cd 0.43557 0.33192 0.24968
Br 5.22239 2.27383 0.38200
P 0.43931 1.08938 -2.15220
P -0.04957 -1.09509 2.26378
O 0.74745 2.36802 1.17012
O 2.45451 0.96403 1.03189
N -1.01541 -1.13184 -0.61132
C -0.60639 -0.22020 -2.84169
C 2.11030 0.93693 -2.96860
C -3.65128 -3.03861 2.12469
C 4.27794 5.35016 2.92918
C -1.69794 0.78399 3.39959
C 4.22593 3.37146 1.56313
C -1.46550 -1.35882 -4.82622
C 2.85068 -0.18898 -2.23458
C -1.54006 -1.90979 1.64171
C 2.93049 5.19440 3.20906
C -1.88126 -1.74774 0.26339
C -0.82718 -0.29342 -4.22206
C -0.50271 -0.09787 3.77110
C 1.97694 -2.77072 1.55023
C -3.18593 -2.16743 -0.08541
C -1.12232 -1.23253 -1.97918
C -0.28750 2.74860 -2.58294
C -4.02657 -2.80015 0.80433
C -2.41755 -2.55239 2.51787
C 1.97490 2.09671 1.29980
C 0.55910 -3.63409 3.44485
C -4.56268 -3.73311 3.10393
C -1.83447 -2.42031 -3.99889
C -1.66440 -2.36363 -2.63437
C 2.86076 3.19724 1.83654
C 1.16611 -2.39409 2.79650
C 2.16089 0.68072 -4.47375
C -0.71055 -0.81084 5.10368
C 4.92239 4.44148 2.10847
C 2.23641 4.13242 2.66179
C -1.77673 2.70061 -2.23616
C -0.05176 3.29970 -3.98552
C -1.71392 -1.39246 -6.31120
H 3.84548 -0.33062 -2.66218
H -0.45919 4.31162 -4.04218
H -2.59856 0.17994 3.28035
H 1.71421 -0.28324 -4.71503
H -1.88082 1.52942 4.17571
H -1.60714 -1.43052 5.09916
H 4.82710 6.18971 3.33518
H -4.03401 -4.51806 3.64706
H -1.94311 -3.22149 -2.03846
H -5.00812 -3.11382 0.46502
H -3.54585 -1.96099 -1.08274
H -4.95270 -3.02647 3.84051
H 1.01020 3.35963 -4.22191
H -2.21494 3.69842 -2.29460
H -0.83349 -0.06340 5.89097
H -2.12648 -2.67108 3.55430
H 0.00492 -3.39740 4.35277
H 1.31471 -3.16605 0.77471
H 2.30187 -1.12981 -2.34120
H 2.71712 -3.53735 1.78864
H 2.42177 5.90547 3.84696
H -0.55376 2.69981 -4.74520
H -5.41124 -4.18717 2.59311
H 1.18334 3.99757 2.86892
H -0.47859 0.51913 -4.84610
H -2.77150 -1.23726 -6.53776
H 0.14821 -1.42858 5.36743
H 0.37581 0.54973 3.87710
H -1.93161 2.31842 -1.22408
H 2.96985 0.03640 -1.17442
H 3.20564 0.65583 -4.79230
H -0.11462 -4.13768 2.75076
H 1.35641 -4.33166 3.71180
H 5.97347 4.56015 1.88452
H -1.42491 -2.35557 -6.73529
H 1.82590 -1.88883 3.50916
H 2.60523 1.88989 -2.74955
H -2.30897 2.04708 -2.92892
H -2.26930 -3.31182 -4.43869
H -1.51186 1.31421 2.46255
H 0.20775 3.41715 -1.87074
H 1.65726 1.45440 -5.05045
H -1.14550 -0.61270 -6.81826
H 2.49964 -1.89993 1.15011

---

50
Properties=species:S:1:pos:R:3 method="wB97M-V/def2-TZVPD" orbital_gap_ev=6.40 lumo_energy_ev=1.73 total_charge=-1
Nb -0.26030 2.23208 -0.50242
Cl 0.11528 -0.27566 1.78376
Cl 3.00873 -1.11127 1.04022
P 1.59766 4.04609 -0.23078
F -2.70479 1.13055 -1.98448
O -0.98414 2.91077 1.28663
O 2.41502 4.27097 -1.44762
O 0.88788 5.48249 0.14275
O 2.57564 3.81548 1.07969
N 1.21332 -0.78974 -2.86506
N -6.05100 3.13345 -1.30179
N -0.54910 -3.68003 0.61274
N 0.20173 -5.76979 5.87975
C 2.17588 -0.26308 -5.22243
C 0.48219 -4.36316 2.90046
C 2.22009 0.22287 0.22218
C -2.08069 0.84512 -0.72622
C 2.11908 -7.49504 5.53617
C -0.10822 -4.00580 1.61885
C 3.09904 0.92649 -0.75859
C 1.62903 -0.58131 -3.91228
C -5.56749 3.28315 -2.33029
C -4.98367 3.47894 -3.64888
C 1.04664 -6.53029 5.73363
C -3.15151 1.05898 0.31462
C 0.95830 0.59215 0.48856
H 2.38807 -7.94631 6.48856
H -4.31887 2.65071 -3.88667
H -1.23937 3.51623 -1.34785
H -0.28897 -4.67772 3.59744
H 1.19215 -5.17683 2.76235
H -0.79665 2.28764 1.99923
H -5.77534 3.53500 -4.39371
H -1.76256 -0.19800 -0.72937
H 2.99059 -6.99538 5.11864
H 0.17767 5.30704 0.77327
H 2.72886 0.67281 -5.16838
H 3.60184 1.75009 -0.25510
H 0.35226 1.77076 -2.14210
H -2.81609 0.70212 1.28448
H 2.84448 -1.05742 -5.54827
H -4.04714 0.48957 0.05115
H 1.00284 -3.50030 3.31206
H -4.40824 4.40175 -3.66685
H 2.53729 1.29630 -1.60584
H 3.88130 0.24792 -1.08902
H 2.73863 4.68837 1.45532
H 1.79118 -8.27370 4.85100
H 1.36745 -0.15682 -5.94271
H -3.44599 2.10179 0.37321

---

62
Properties=species:S:1:pos:R:3 method="wB97M-V/def2-TZVPD" smiles="COc1cc(/C=N/NC(=O)c2cc3ccccc3cc2O)ccc1OCCN1CCCCC1" orbital_gap_ev=7.84 lumo_energy_ev=-0.08
O -0.91133 0.82282 1.32069
O -2.66272 3.02759 0.67262
O 7.24096 -0.63384 0.67286
O 6.93487 1.64006 -0.61872
N 3.56850 2.41665 -0.33415
N -4.12265 -0.15899 -0.66704
N 4.87394 2.48870 -0.61489
C -0.41995 1.96283 0.73984
C -3.42220 1.83486 0.73369
C 2.81537 3.44024 -0.41645
C 1.41087 3.32246 -0.10469
C 2.05326 -1.89258 -0.90427
C -5.60743 -2.55943 -0.11537
C 1.53387 -3.11709 -0.59310
C -0.00972 -0.19948 1.67539
C 5.97129 -0.89229 0.32636
C 0.52604 4.37154 -0.33710
C -6.21340 -1.37753 -0.86458
C -3.51316 -1.21826 0.11262
C -4.09656 -2.56076 -0.32182
C 5.15787 0.08255 -0.33080
C -5.54763 -0.07895 -0.41390
C 3.56171 -3.72836 0.55283
C 4.12866 -2.47041 0.25140
C -1.32395 3.01149 0.44844
C 3.35262 -1.53312 -0.48311
C 5.72654 1.42607 -0.54029
C 3.89487 -0.26749 -0.75422
C 5.43568 -2.12547 0.62780
C 2.29569 -4.03962 0.14500
C 0.91791 2.13138 0.43802
C -3.42752 1.10201 -0.62595
C -0.81506 4.20119 -0.07291
H 0.53803 -3.38739 -0.91284
H 3.29835 0.43667 -1.31199
H -3.68416 -1.08674 1.19598
H -6.04049 -3.49620 -0.47070
H 3.18905 4.42071 -0.73339
H -3.87764 1.76361 -1.37331
H -3.87614 -2.71402 -1.37919
H 7.49820 0.23176 0.28443
H 0.74199 0.15768 2.38530
H 4.15084 -4.44069 1.11175
H -7.28837 -1.31995 -0.68554
H -0.61813 -0.96790 2.15053
H 1.63140 1.34774 0.62921
H 0.88282 5.30641 -0.74184
H -1.52132 4.99391 -0.26284
H -5.76826 0.08624 0.65611
H -4.42972 2.17743 0.98431
H -6.04694 -1.50380 -1.93523
H -3.63182 -3.36605 0.24994
H 6.05378 -2.84077 1.14802
H -2.38994 0.91955 -0.92108
H -3.05806 1.17298 1.52193
H -2.43604 -1.20169 -0.06622
H 1.86962 -5.00372 0.38140
H 1.48144 -1.17827 -1.48123
H -5.82966 -2.46804 0.95087
H 5.31436 3.39565 -0.80005
H 0.49196 -0.62702 0.80196
H -5.95237 0.76308 -0.98052

---

For reference, E by record: -207751.09582; -133706.99427; -66620.53360; -40092.28546 eV.